# C4H9NO

A cluster of 2 separate species, C4H9NO in total at a distorted geometry (ωB97M-V with the def2-TZVPD basis set, the OMol25 dataset).

The geometry in XYZ format:
```
15
Properties=species:S:1:pos:R:3:forces:R:3:lowdin_charge:R:1
N -0.9090 1.5875 -0.1112 -0.2 0.0 0.1 0.0252
C -0.4541 0.3348 -0.5479 -0.1 0.0 1.1 -0.1982
C -0.1678 -0.7152 0.2250 -0.5 0.5 -0.6 -0.1254
C 0.2098 -1.9748 -0.3779 0.8 -0.4 0.1 -0.2202
C 0.2922 -3.1451 0.2464 -0.5 0.1 0.0 -0.0111
H -1.6515 1.9455 -0.6986 0.2 0.2 -0.1 0.0947
H -1.2367 1.6059 0.8475 0.1 -0.2 0.0 0.0976
H -0.2793 0.2800 -1.5871 0.1 0.0 -1.1 0.1028
H -0.3613 -0.6207 1.2793 0.0 -0.3 0.4 0.1072
H 0.5305 -1.9745 -1.4167 -0.3 0.3 -0.1 0.1005
H 0.5381 -4.0263 -0.3283 0.1 -0.1 0.3 0.0478
H -0.0004 -3.2268 1.2858 0.1 -0.2 0.0 0.0543
H 0.7104 2.6684 0.5082 0.1 0.5 -0.1 -0.0160
H 1.5378 3.8130 -0.0813 0.0 0.0 0.0 0.0257
O 1.2412 3.4482 0.7567 -0.1 -0.3 0.0 -0.0852
```
Positions in Å, forces in eV/Å.

Total charge   0
Spin multiplicity   1
Frontier orbital gap   9.1 eV
Lowest unoccupied orbital energy   0.864 eV
Energy above the lowest of the compared OMol25 structures with the same formula, charge and spin   42.7 kcal per mole
SMILES   C=C/C=C/N.O
Energy   -7830.46845 eV